No. 1
Entry from OMol25: an isolated ion of composition C9H11N2S and charge +1 in a non-equilibrium geometry (the ωB97M-V functional and the def2-TZVPD basis).

Last column: Löwdin charge in e.
Atoms and positions in Å:
1 C 0.542 3.027 -0.213  0.1585
2 C -0.092 1.590 2.673  0.2369
3 C 0.555 1.832 -0.334  -0.2814
4 C 0.909 1.161 2.128  -0.1178
5 C 0.447 0.469 -0.475  -0.4899
6 C -0.649 -0.090 -1.083  -0.3641
7 C 2.008 0.476 1.602  -0.5561
8 C -1.598 0.900 -1.657  0.0136
9 C -0.197 -2.356 -0.514  -0.1158
10 N 3.118 0.364 2.295  0.1538
11 N -0.937 -1.351 -1.167  0.0002
12 S 1.900 -0.385 0.096  1.1510
13 H 0.760 4.028 0.110  0.0605
14 H -0.995 2.164 2.794  0.0819
15 H -2.575 0.419 -2.021  0.1251
16 H -1.052 1.186 -2.573  0.1198
17 H -1.583 1.727 -0.926  0.0878
18 H -0.489 -3.320 -0.866  0.0855
19 H 0.885 -2.425 -0.549  0.0329
20 H -0.491 -2.298 0.619  0.1421
21 H 3.223 1.004 3.084  0.1531
22 H 3.717 -0.459 2.190  0.1464
23 H -1.938 -1.508 -1.382  0.1760

Cartesian forces, eV/Å:
0.875 0.578 0.509
1.225 0.041 -1.359
-0.185 1.828 -0.716
-1.496 0.746 1.353
0.698 -1.812 -0.285
0.248 1.625 0.673
0.400 -1.705 -0.752
-0.335 -0.800 -0.997
-0.834 -1.609 3.352
0.204 0.240 0.851
-1.348 -0.732 -1.342
-0.451 1.312 0.966
-0.393 -0.123 -0.393
0.161 -0.392 0.483
1.201 0.999 1.007
-0.524 0.547 0.227
-1.011 -0.171 -0.882
-0.567 -0.641 -0.230
-0.148 0.773 -0.602
0.789 -0.372 -1.722
0.209 -0.720 -0.111
0.039 0.819 -0.074
1.243 -0.431 0.045

Computed properties:
E_HOMO (spin up / spin down) = -11.33 / -11.33 eV
Energy above the lowest of the compared OMol25 structures with the same formula, charge and spin = 115.59 kcal/mol
2S+1 = 1
F_max = 0.0741 hartree/bohr
Calculated total energy = -23314.7614 eV
Total charge = +1


No. 2
Entry from OMol25: one molecule with the formula C9H11N3O7S in a non-equilibrium geometry (the ωB97M-V functional and the def2-TZVPD basis).

Last column: Löwdin charge in e.
Atoms and positions in Å:
1 O -0.560 -1.138 -4.377  0.1199
2 C -1.034 -1.010 -3.246  -0.4286
3 O -2.220 -0.509 -2.946  0.1804
4 C -0.255 -1.376 -1.986  -0.1431
5 O -0.053 -0.243 -1.148  0.0005
6 C 0.450 -0.553 0.167  -0.2143
7 O 0.682 0.704 0.958  -0.0873
8 N -0.575 1.442 1.216  0.0807
9 C -0.687 2.699 0.741  -0.1165
10 C -1.787 3.591 1.016  -0.6085
11 C -1.825 4.870 0.600  -0.1394
12 N -2.952 5.567 1.121  -0.0913
13 N -3.639 4.932 1.924  -0.2789
14 S -3.047 3.286 2.071  1.0220
15 C -0.265 -1.700 0.910  -0.2302
16 O 0.247 -2.064 2.246  -0.0072
17 C -0.317 -2.930 0.022  -0.2862
18 O -0.876 -4.108 0.685  -0.0473
19 C -0.975 -2.603 -1.281  -0.2494
20 O -1.091 -3.766 -2.068  0.0408
21 H -2.546 -0.146 -3.724  0.0980
22 H 0.636 -1.642 -2.340  0.1216
23 H 1.496 -0.930 0.013  0.1792
24 H 0.255 3.115 0.297  0.1432
25 H -0.973 5.287 0.077  0.1156
26 H -1.328 -1.440 1.195  0.1758
27 H -0.399 -1.757 2.857  0.0749
28 H 0.743 -3.106 -0.218  0.1686
29 H -0.497 -4.330 1.643  0.1697
30 H -2.041 -2.342 -1.073  0.1736
31 H -1.487 -4.430 -1.565  0.0638

Cartesian forces, eV/Å:
-1.324 0.352 2.348
1.829 -0.097 -1.338
0.709 -0.766 1.999
-3.310 -0.559 1.234
-1.003 -0.150 1.569
1.717 0.804 0.511
-1.780 0.082 -1.737
-1.118 1.822 -1.331
3.787 -4.148 1.010
0.291 -0.794 0.378
-0.895 0.702 0.579
2.364 0.787 -1.336
-0.322 -1.773 0.272
-1.041 0.239 0.626
-3.030 0.316 2.143
1.329 0.018 -2.480
2.039 -0.481 1.773
0.662 0.353 1.403
-2.218 0.022 0.569
1.954 2.063 -2.377
-1.451 1.102 -2.546
3.822 -1.578 -1.300
-0.495 0.638 0.408
-1.042 -0.182 -0.079
-0.650 0.587 -0.257
0.810 0.217 -1.078
-0.593 0.496 0.742
0.018 -0.579 0.005
-0.762 1.500 -3.307
0.666 0.623 0.100
-0.963 -1.615 1.496

Computed properties:
Structure (SMILES) = O=C(O)[C@H]1O[C@@H](O/N=C/c2cnns2)[C@H](O)[C@@H](O)[C@@H]1O
E_HOMO = -10.10 eV
Energy above the lowest of the compared OMol25 structures with the same formula, charge and spin = 41.56 kcal/mol
2S+1 = 1
F_max = 0.1110 hartree/bohr
Calculated total energy = -39143.8880 eV
Total charge = 0


No. 3
Entry from OMol25: one molecule with the formula C9H11N3OS in a non-equilibrium geometry (the ωB97M-V functional and the def2-TZVPD basis).

Last column: Löwdin charge in e.
Atoms and positions in Å:
1 C 0.273 -1.484 1.341  -0.2216
2 C -0.514 -0.304 0.372  -0.3404
3 C 0.672 -1.937 -0.742  -0.2611
4 C 1.213 -2.494 -1.931  -0.0145
5 C 0.721 -2.042 -3.120  -0.1360
6 C -0.243 -1.058 -3.234  -0.1049
7 C -0.793 -0.525 -2.099  -0.0216
8 C -0.488 3.541 1.770  -0.1895
9 C 0.042 2.373 0.896  -0.3561
10 N 0.896 -2.278 0.504  0.1239
11 N -0.268 -0.842 -0.825  -0.0354
12 N 0.229 -1.677 2.685  0.1802
13 O -1.450 0.739 2.391  -0.5332
14 S -1.360 1.048 0.933  0.9270
15 H 2.008 -3.216 -1.794  0.1139
16 H 1.004 -2.691 -4.074  0.1460
17 H -0.407 -0.594 -4.222  0.1168
18 H -1.614 0.138 -2.026  0.1060
19 H -1.552 3.438 1.980  0.0391
20 H 0.008 3.689 2.777  0.0842
21 H -0.365 4.528 1.152  0.0967
22 H 1.126 2.171 1.224  0.1146
23 H 0.093 2.699 -0.155  0.0640
24 H -0.069 -0.923 3.195  0.0520
25 H 0.839 -2.300 3.003  0.0500

Cartesian forces, eV/Å:
-2.140 3.205 -2.695
2.366 -4.872 3.465
-0.973 1.194 -1.376
-0.853 0.787 1.499
1.488 -2.854 -2.760
-0.377 1.073 -0.114
1.291 -0.200 1.611
0.558 1.928 -0.592
0.257 0.668 0.337
0.501 -0.346 1.457
0.782 -1.246 -3.250
-2.149 1.657 -4.013
-0.652 0.093 0.162
2.002 1.070 1.025
-0.303 -0.184 -0.248
-0.276 1.944 1.916
-0.624 -0.636 0.686
-0.460 0.834 -0.375
-0.065 0.025 -0.039
-0.375 -0.437 -1.326
-0.201 -1.631 1.339
-1.847 -0.786 -0.443
-0.062 -0.189 0.250
-0.902 1.896 1.611
3.014 -2.992 1.873

Computed properties:
E_HOMO = -7.18 eV
Energy above the lowest of the compared OMol25 structures with the same formula, charge and spin = 63.54 kcal/mol
2S+1 = 1
F_max = 0.1250 hartree/bohr
Calculated total energy = -26861.0284 eV
Total charge = 0


Please write out number 3 again, unchanged.
Entry from OMol25: one molecule with the formula C9H11N3OS in a non-equilibrium geometry (the ωB97M-V functional and the def2-TZVPD basis).

Last column: Löwdin charge in e.
Atoms and positions in Å:
1 C 0.273 -1.484 1.341  -0.2216
2 C -0.514 -0.304 0.372  -0.3404
3 C 0.672 -1.937 -0.742  -0.2611
4 C 1.213 -2.494 -1.931  -0.0145
5 C 0.721 -2.042 -3.120  -0.1360
6 C -0.243 -1.058 -3.234  -0.1049
7 C -0.793 -0.525 -2.099  -0.0216
8 C -0.488 3.541 1.770  -0.1895
9 C 0.042 2.373 0.896  -0.3561
10 N 0.896 -2.278 0.504  0.1239
11 N -0.268 -0.842 -0.825  -0.0354
12 N 0.229 -1.677 2.685  0.1802
13 O -1.450 0.739 2.391  -0.5332
14 S -1.360 1.048 0.933  0.9270
15 H 2.008 -3.216 -1.794  0.1139
16 H 1.004 -2.691 -4.074  0.1460
17 H -0.407 -0.594 -4.222  0.1168
18 H -1.614 0.138 -2.026  0.1060
19 H -1.552 3.438 1.980  0.0391
20 H 0.008 3.689 2.777  0.0842
21 H -0.365 4.528 1.152  0.0967
22 H 1.126 2.171 1.224  0.1146
23 H 0.093 2.699 -0.155  0.0640
24 H -0.069 -0.923 3.195  0.0520
25 H 0.839 -2.300 3.003  0.0500

Cartesian forces, eV/Å:
-2.140 3.205 -2.695
2.366 -4.872 3.465
-0.973 1.194 -1.376
-0.853 0.787 1.499
1.488 -2.854 -2.760
-0.377 1.073 -0.114
1.291 -0.200 1.611
0.558 1.928 -0.592
0.257 0.668 0.337
0.501 -0.346 1.457
0.782 -1.246 -3.250
-2.149 1.657 -4.013
-0.652 0.093 0.162
2.002 1.070 1.025
-0.303 -0.184 -0.248
-0.276 1.944 1.916
-0.624 -0.636 0.686
-0.460 0.834 -0.375
-0.065 0.025 -0.039
-0.375 -0.437 -1.326
-0.201 -1.631 1.339
-1.847 -0.786 -0.443
-0.062 -0.189 0.250
-0.902 1.896 1.611
3.014 -2.992 1.873

Computed properties:
E_HOMO = -7.18 eV
Energy above the lowest of the compared OMol25 structures with the same formula, charge and spin = 63.54 kcal/mol
2S+1 = 1
F_max = 0.1250 hartree/bohr
Calculated total energy = -26861.0284 eV
Total charge = 0


What did the first record say?
Entry from OMol25: an isolated ion of composition C9H11N2S and charge +1 in a non-equilibrium geometry (the ωB97M-V functional and the def2-TZVPD basis).

Last column: Löwdin charge in e.
Atoms and positions in Å:
1 C 0.542 3.027 -0.213  0.1585
2 C -0.092 1.590 2.673  0.2369
3 C 0.555 1.832 -0.334  -0.2814
4 C 0.909 1.161 2.128  -0.1178
5 C 0.447 0.469 -0.475  -0.4899
6 C -0.649 -0.090 -1.083  -0.3641
7 C 2.008 0.476 1.602  -0.5561
8 C -1.598 0.900 -1.657  0.0136
9 C -0.197 -2.356 -0.514  -0.1158
10 N 3.118 0.364 2.295  0.1538
11 N -0.937 -1.351 -1.167  0.0002
12 S 1.900 -0.385 0.096  1.1510
13 H 0.760 4.028 0.110  0.0605
14 H -0.995 2.164 2.794  0.0819
15 H -2.575 0.419 -2.021  0.1251
16 H -1.052 1.186 -2.573  0.1198
17 H -1.583 1.727 -0.926  0.0878
18 H -0.489 -3.320 -0.866  0.0855
19 H 0.885 -2.425 -0.549  0.0329
20 H -0.491 -2.298 0.619  0.1421
21 H 3.223 1.004 3.084  0.1531
22 H 3.717 -0.459 2.190  0.1464
23 H -1.938 -1.508 -1.382  0.1760

Cartesian forces, eV/Å:
0.875 0.578 0.509
1.225 0.041 -1.359
-0.185 1.828 -0.716
-1.496 0.746 1.353
0.698 -1.812 -0.285
0.248 1.625 0.673
0.400 -1.705 -0.752
-0.335 -0.800 -0.997
-0.834 -1.609 3.352
0.204 0.240 0.851
-1.348 -0.732 -1.342
-0.451 1.312 0.966
-0.393 -0.123 -0.393
0.161 -0.392 0.483
1.201 0.999 1.007
-0.524 0.547 0.227
-1.011 -0.171 -0.882
-0.567 -0.641 -0.230
-0.148 0.773 -0.602
0.789 -0.372 -1.722
0.209 -0.720 -0.111
0.039 0.819 -0.074
1.243 -0.431 0.045

Computed properties:
E_HOMO (spin up / spin down) = -11.33 / -11.33 eV
Energy above the lowest of the compared OMol25 structures with the same formula, charge and spin = 115.59 kcal/mol
2S+1 = 1
F_max = 0.0741 hartree/bohr
Calculated total energy = -23314.7614 eV
Total charge = +1


- What is the formula in the second record?
  C9H11N3O7S


- What is the F_max in the third record?
  0.1250 hartree/bohr